Entry 1:
C24H30N2O in the gas phase, computed with ωB97M-V with the def2-TZVPD basis set.

SMILES   Cc1c(CN2CCC(CO)(Cc3ccccc3)CC2)c2ccccc2n1C
M   362.5 g/mol
Highest occupied orbital energy   -7.69 eV
Maximum force   0.59 eV Å⁻¹
Relative energy (zero: lowest compared OMol25 entry of this formula, charge and spin)   0.4289 eV

Cartesian coordinates (Å):
1 C -3.693 -1.693 1.350
2 C -3.064 -0.534 0.661
3 C -2.515 -0.444 -0.594
4 C -2.113 0.917 -0.765
5 C -1.540 1.630 -1.819
6 C -1.256 2.964 -1.642
7 C -1.537 3.610 -0.435
8 C -2.124 2.939 0.615
9 C -2.417 1.591 0.444
10 N -2.991 0.687 1.295
11 C -3.478 0.957 2.617
12 H -4.572 0.983 2.639
13 H -3.103 1.923 2.949
14 H -3.134 0.192 3.316
15 H -2.349 3.456 1.537
16 H -1.295 4.657 -0.329
17 H -0.806 3.528 -2.446
18 H -1.321 1.141 -2.757
19 C -2.349 -1.550 -1.599
20 N -1.100 -2.298 -1.612
21 C 0.066 -1.644 -2.159
22 C 0.825 -0.749 -1.170
23 H 1.728 -0.372 -1.653
24 H 0.198 0.105 -0.922
25 C 1.194 -1.470 0.133
26 C -0.050 -2.204 0.661
27 C -0.760 -3.036 -0.418
28 H -1.671 -3.471 -0.002
29 H -0.111 -3.864 -0.729
30 H -0.751 -1.456 1.033
31 H 0.213 -2.852 1.502
32 C 2.360 -2.445 -0.124
33 O 2.863 -3.065 1.037
34 H 2.166 -3.607 1.421
35 H 3.202 -1.892 -0.545
36 H 2.056 -3.207 -0.853
37 C 1.622 -0.432 1.202
38 C 2.687 0.517 0.735
39 C 2.347 1.744 0.176
40 C 3.327 2.612 -0.271
41 C 4.663 2.268 -0.161
42 C 5.013 1.055 0.408
43 C 4.032 0.188 0.856
44 H 4.309 -0.753 1.307
45 H 6.055 0.785 0.507
46 H 5.429 2.945 -0.510
47 H 3.046 3.561 -0.704
48 H 1.306 2.027 0.093
49 H 0.740 0.143 1.494
50 H 1.984 -0.978 2.076
51 H -0.240 -1.050 -3.022
52 H 0.734 -2.433 -2.524
53 H -2.468 -1.132 -2.602
54 H -3.146 -2.288 -1.453
55 H -3.082 -2.038 2.185
56 H -3.818 -2.519 0.655
57 H -4.673 -1.419 1.740

***

Entry 2:
2 unconnected molecules or ions with the total composition C24H30N3O2, computed with ωB97M-V with the def2-TZVPD basis set.

M   392.5 g/mol
Net charge   +1
Highest occupied orbital energy   -10.70 eV
Maximum force   2.11 eV Å⁻¹
Relative energy (zero: lowest compared OMol25 entry of this formula, charge and spin)   0.0000 eV

Cartesian coordinates (Å):
1 C -5.980 2.638 -0.173
2 O -4.554 2.485 0.048
3 C -3.970 1.378 -0.482
4 C -2.576 1.216 -0.250
5 C -1.964 0.093 -0.754
6 C -2.714 -0.873 -1.474
7 C -4.070 -0.724 -1.731
8 C -4.707 0.407 -1.223
9 N -1.838 -1.882 -1.878
10 C -2.158 -3.032 -2.699
11 C -0.579 -1.606 -1.434
12 C -0.578 -0.370 -0.753
13 C 0.540 0.325 -0.270
14 C 1.820 -0.270 -0.187
15 C 2.144 -1.619 0.058
16 N 3.493 -1.795 -0.070
17 C 4.177 -3.053 0.151
18 C 4.102 -0.588 -0.419
19 C 3.083 0.393 -0.489
20 C 3.366 1.666 -0.935
21 C 4.708 1.963 -1.295
22 O 5.082 3.187 -1.751
23 C 4.048 4.194 -1.850
24 C 5.727 0.969 -1.210
25 C 5.422 -0.317 -0.778
26 H -6.235 3.573 0.324
27 H -6.212 2.701 -1.247
28 H -6.540 1.802 0.274
29 H -2.004 1.957 0.303
30 H -4.623 -1.460 -2.309
31 H -5.777 0.550 -1.384
32 H -3.223 -3.015 -2.938
33 H -1.573 -3.023 -3.629
34 H -1.911 -3.963 -2.173
35 H 0.258 -2.252 -1.674
36 H 0.436 1.389 -0.051
37 H 1.483 -2.451 0.274
38 H 5.238 -2.915 -0.067
39 H 4.063 -3.386 1.191
40 H 3.769 -3.843 -0.493
41 H 2.567 2.403 -1.017
42 H 4.574 5.082 -2.196
43 H 3.274 3.899 -2.574
44 H 3.577 4.383 -0.873
45 H 6.738 1.247 -1.499
46 H 6.176 -1.098 -0.723
47 C -1.236 0.491 4.392
48 C -1.172 -0.322 3.109
49 C -2.243 -1.397 3.087
50 N 0.145 -0.936 2.978
51 H -2.222 0.956 4.496
52 H -1.065 -0.149 5.266
53 H -0.485 1.287 4.395
54 H -1.347 0.356 2.251
55 H -3.236 -0.943 3.179
56 H -2.215 -1.965 2.150
57 H -2.100 -2.092 3.924
58 H 0.224 -1.429 2.091
59 H 0.870 -0.222 3.013

***

no.,Kohn-Sham gap (Eh),electronic energy (eV)
1,0.305,-30403.2419
2,0.227,-33933.4780